Formula: C2HCl3OS
Source: the Open Molecules 2025 dataset
Level of theory: ωB97M-V/def2-TZVPD

## Properties
Energy above the lowest of the compared OMol25 structures with the same formula, charge and spin   121.6 kcal/mol
E_HOMO (spin up / spin down)   -0.330 / -0.359 Ha
HOMO-LUMO gap (spin up / spin down)   6.43 / 8.11 eV

CARTESIAN COORDINATES (ANGSTROEM)
C1 -0.17063 0.84453 1.16078
C2 -0.76691 -3.09157 1.89694
O1 -2.23705 -0.68770 0.74987
S1 -0.85558 -0.67106 1.22015
Cl1 -0.47911 -3.90926 0.41529
Cl2 -2.29272 -3.02394 2.58561
Cl3 0.60767 -3.22018 2.95822
H1 0.74503 0.60470 1.75791

Forces on atoms 1 to 3 (eV/Å):
0.43 -3.23 1.25
1.29 0.32 0.00
-0.40 -1.03 -0.11

Löwdin charges, unit e, in atom order:
1 C -0.182
2 C -1.760
3 O -0.558
4 S 0.709
5 Cl 0.609
6 Cl 0.671
7 Cl 0.563
8 H -0.052